Entry from OMol25: an isolated ion of composition C7H13F3N4 and charge +2 in a non-equilibrium geometry (ωB97M-V with the def2-TZVPD basis set).

Values from the calculation:
Orbital gap ... 0.3418 hartree
LUMO ... -8.106 eV
SMILES ... C[C@@H](/C=[NH+]\CC=[NH2+])/N=C(\N)C(F)(F)F

Structure (ORCA input):
```
! RIJCOSX wB97M-V def2-TZVPD def2/J DEFGRID3
* xyz 2 1
H -0.05 -2.01 1.41
H 1.15 -2.61 -1.22
H -1.15 1.30 -1.90
H -1.05 -1.29 -1.38
F 2.72 -0.68 -0.95
C -1.51 1.89 -0.95
H -2.91 0.56 1.33
C -1.00 1.02 0.28
H 0.70 2.71 0.21
C 1.44 0.88 0.24
C -1.23 -1.74 -0.45
H -1.01 2.87 -1.11
H -0.89 1.82 1.07
C 0.03 -1.95 0.38
H -1.58 -2.68 -0.75
C 2.77 0.11 0.14
C -2.15 0.20 0.70
N -2.23 -1.04 0.40
F 2.74 -0.75 1.16
H -3.14 -1.46 0.90
N 1.05 -2.56 -0.21
H 2.42 2.66 0.70
H 1.89 -2.71 0.38
N 1.57 2.18 0.35
F 3.82 0.86 0.18
N 0.23 0.30 0.08
H -2.65 2.13 -0.99
*
```

Entry from OMol25: C4H7NS3 as an isolated structure in a non-equilibrium geometry (ωB97M-V with the def2-TZVPD basis set).

Values from the calculation:
Orbital gap ... 0.2872 hartree
LUMO ... -0.430 eV

Structure (ORCA input):
```
! RIJCOSX wB97M-V def2-TZVPD def2/J DEFGRID3
* xyz 0 1
S 3.99 -1.22 -0.25
N -0.11 -0.65 -0.24
H -3.31 -0.37 0.10
S 2.35 1.25 -0.46
H -2.02 0.73 -0.76
H 1.00 2.63 0.58
H -2.80 -0.55 -1.72
H -0.11 1.00 0.56
S 1.31 -1.50 0.24
H -1.47 -2.13 0.27
C -2.41 -0.36 -0.51
C 2.47 -0.42 -0.32
C 1.00 1.44 0.63
H 1.32 1.29 1.92
C -1.20 -1.13 -0.04
*
```

Entry from OMol25: a 7-piece molecular cluster, C28H45N9OPS overall in a non-equilibrium geometry (ωB97M-V with the def2-TZVPD basis set).

Values from the calculation:
Orbital gap ... 0.2914 hartree
LUMO ... -4.234 eV

Structure (ORCA input):
```
! RIJCOSX wB97M-V def2-TZVPD def2/J DEFGRID3
* xyz 1 1
C 1.48 4.35 1.55
H -0.70 -8.22 -1.75
N -0.99 -6.60 0.93
H 6.10 0.72 -0.55
H -2.10 4.31 1.20
N 0.95 3.02 1.21
C -2.94 3.87 0.67
H 6.79 1.46 -2.01
S 0.91 3.89 -2.71
H 7.24 -0.19 -1.56
C 1.60 -0.85 -1.59
C -1.31 -7.33 -1.55
H 2.94 -0.08 0.03
H -2.76 3.99 -0.40
N 4.46 -0.41 -3.00
H 1.25 -3.52 1.90
N 8.44 -1.79 -2.65
H -3.30 -5.47 2.37
H -4.74 -1.35 3.07
H 0.95 -1.72 -1.56
H -1.74 7.23 -2.69
C 1.14 2.42 0.04
H 0.44 6.10 1.34
C 0.60 1.17 -0.29
C 2.63 -1.02 -0.44
N 0.23 2.46 2.18
C -1.17 7.50 -1.81
C 6.43 0.53 -1.57
H -2.91 -0.41 1.38
H -1.00 -6.53 -2.22
C 7.08 -3.38 -4.20
C -2.50 -0.48 0.38
N 0.81 5.37 0.74
H 2.87 4.33 -0.69
H -0.67 -1.12 -0.49
H -0.12 0.37 -2.09
H -5.41 -2.86 3.71
H -0.01 4.99 0.27
P 2.10 3.32 -1.29
C -4.58 -2.17 3.77
H -2.89 -1.41 -0.03
H -4.37 2.31 -0.52
H 7.43 -3.28 -5.22
H -0.79 -0.32 3.22
H -0.44 6.73 -1.60
C -3.93 -6.28 2.01
N -2.74 7.75 0.25
C -5.33 -5.92 2.23
C 5.33 0.01 -2.37
C 1.83 -2.87 1.28
H 7.21 -4.41 -3.87
H 2.15 -0.91 -2.52
H -0.65 8.44 -2.00
H -3.69 -7.19 2.55
H -4.52 -1.77 4.78
H -2.35 -7.57 -1.73
N -2.36 -3.40 3.16
H -4.57 1.19 0.79
C -3.34 -2.86 3.43
H -0.92 1.29 3.97
C 7.84 -2.49 -3.33
H 1.42 1.14 -2.28
C 0.85 0.51 -1.62
C -0.22 0.59 0.69
C -0.96 -0.67 0.44
O -3.01 2.51 1.06
H 2.55 4.37 1.38
C -0.32 1.30 1.92
H -2.16 0.73 2.86
H 3.54 -1.44 -0.89
C -1.13 -6.91 -0.16
H 3.03 2.36 -1.71
C 2.21 -2.01 0.54
C -2.06 7.64 -0.66
H -3.75 -6.43 0.95
H -2.17 1.17 -1.06
H -3.63 0.26 -1.29
N -6.42 -5.61 2.41
C -2.98 0.67 -0.52
H -3.82 4.44 0.96
C -3.81 1.71 0.20
C -1.09 0.72 3.06
H 6.03 -3.12 -4.16
H 1.26 4.50 2.59
H -0.75 -1.41 1.22
*
```

Entry from OMol25: an isolated molecule of C3H3IN2O in a non-equilibrium geometry (ωB97M-V with the def2-TZVPD basis set).

Values from the calculation:
Orbital gap ... 0.3174 hartree
LUMO ... 0.243 eV
SMILES ... On1ccnc1I

Structure (ORCA input):
```
! RIJCOSX wB97M-V def2-TZVPD def2/J DEFGRID3
* xyz 0 1
C -0.84 -1.30 -0.04
N -1.30 -1.26 1.22
H -1.20 -1.95 -0.80
H 0.54 -0.35 -1.22
C -0.69 -0.34 1.92
N 0.25 0.39 0.88
I -0.85 0.21 3.88
H 1.04 1.72 2.11
O 1.02 1.50 1.16
C 0.08 -0.30 -0.28
*
```

Entry from OMol25: a 2-piece molecular cluster, C9H13N2O2S overall in a non-equilibrium geometry (ωB97M-V with the def2-TZVPD basis set).

Values from the calculation:
Orbital gap ... 0.2450 hartree
LUMO ... 3.094 eV

Structure (ORCA input):
```
! RIJCOSX wB97M-V def2-TZVPD def2/J DEFGRID3
* xyz -1 1
H 1.75 -1.31 -2.28
H 1.84 -0.20 1.90
C -0.42 0.86 2.12
H 3.57 -1.65 0.75
C -0.89 -0.06 -2.71
C 0.03 -0.10 -1.55
H -1.36 0.34 2.30
N -4.96 1.72 1.06
C 3.26 -1.51 -0.20
H -1.86 0.23 -2.41
C -0.47 0.49 -0.33
H -4.17 2.52 1.36
H -0.94 -1.04 -3.06
C 1.23 -0.78 -1.39
C 1.43 -0.21 0.97
C 0.26 0.52 0.80
C 1.91 -0.88 -0.12
O -3.39 -0.32 1.11
S -2.07 1.42 -0.44
H 4.00 -0.85 -0.55
H -0.68 1.96 2.01
N -3.37 -0.02 -0.04
O -4.74 1.30 -0.18
H 3.39 -2.35 -0.75
H -4.55 0.81 1.53
H 0.19 0.80 2.90
H -0.46 0.52 -3.40
*
```

Entry from OMol25: a 2-piece molecular cluster, C3H9O2S overall in a non-equilibrium geometry (ωB97M-V with the def2-TZVPD basis set).

Values from the calculation:
Orbital gap (spin up / spin down) ... 0.3569 / 0.3569 hartree
LUMO (spin up / spin down) ... -6.260 / -6.260 eV

Structure (ORCA input):
```
! RIJCOSX wB97M-V def2-TZVPD def2/J DEFGRID3
* xyz 1 1
C -1.90 1.66 -0.98
H 0.24 0.77 2.06
H 0.88 -1.69 -1.63
H 2.06 -1.71 -0.43
H 1.13 -0.67 2.09
H 0.60 -2.71 -0.13
O 0.06 0.76 -0.91
H 1.93 0.90 1.45
O -1.22 -0.73 0.52
C 1.00 0.24 1.47
C 0.95 -1.77 -0.58
H -1.67 1.71 -2.04
H -1.86 2.73 -0.64
H -2.32 0.81 -0.41
S 0.11 -0.32 0.15
*
```

In kcal/mol, the ΔE to the lowest compared entry with this formula, charge and spin values for the records above are, in order, 0.0, 93.0, 7.4, 53.6, 10.4, 61.1.